(1)
The following is a quantum chemistry calculation of an isolated molecule of CH3N3 in a non-equilibrium geometry, from OMol25.

Last column: Löwdin charge in e.
Positions of all 7 atoms, in Å:
1 C 1.42 0.53 0.16  0.00
2 N 0.85 -0.51 -0.21  -0.05
3 N -1.07 0.60 0.06  0.03
4 N -0.48 -0.51 0.14  -0.22
5 H 2.35 0.63 -0.26  -0.01
6 H -2.13 0.73 -0.04  0.09
7 H -0.93 -1.46 0.15  0.17

Values from the calculation:
E_LUMO (spin up / spin down) in eV: -0.5025 / 0.3750
HOMO (spin up / spin down) in eV: -7.560 / -8.599
Net charge: 0

---

(2)
The following is a quantum chemistry calculation of an isolated molecule of CH3N3O in a non-equilibrium geometry, from OMol25.

Last column: Löwdin charge in e.
Positions of all 8 atoms, in Å:
1 N -0.14 -2.76 -1.77  0.17
2 C -0.65 -1.76 -1.51  -0.36
3 O -1.28 -0.63 -1.28  -0.03
4 N -0.42 0.38 -0.79  -0.11
5 N 0.50 -0.10 0.11  0.00
6 H -1.05 0.96 -0.14  0.16
7 H 0.04 -0.81 0.69  0.10
8 H 1.24 -0.61 -0.36  0.08

Values from the calculation:
E_LUMO in eV: 0.6522
SMILES: N#CONN
HOMO in eV: -10.350
Net charge: 0